Entry 1:
45
Properties=species:S:1:pos:R:3:forces:R:3:mulliken_charge:R:1 method="wB97M-V/def2-TZVPD" multiplicity=1 charge=-1 lumo_ev=2.76 gap_ev=8.03
O 0.812539 1.000113 -1.189154 0.006 0.307 -0.498 -0.534
V 0.425113 0.239710 0.131885 0.650 -3.273 2.740 1.089
O 1.469909 -1.006146 0.233489 -1.491 1.893 -0.524 -0.614
C -1.759088 -1.818141 -0.301837 1.576 -0.496 1.589 0.647
O -1.114920 -1.051219 -1.321236 -0.853 1.157 -0.855 0.241
O -1.409610 -1.259518 0.858232 -0.209 1.145 -1.065 -0.843
C -3.290360 -1.955421 -0.540616 -0.249 0.928 0.081 0.524
F -3.831918 -0.742814 -0.856777 0.069 -0.194 0.054 -0.269
F -3.640078 -2.775453 -1.577196 0.212 -0.012 0.643 -0.286
F -3.935888 -2.371561 0.562373 0.302 -0.206 -0.575 -0.267
C -1.415920 -1.304286 -2.696580 1.443 -0.313 -0.126 -0.492
C -0.615097 -0.351667 -3.552007 -0.280 1.089 0.104 -0.997
H -0.704812 0.656995 -3.138571 0.209 -0.098 0.133 0.122
H 0.441505 -0.605078 -3.583042 -0.015 0.024 -0.078 0.279
H -1.046556 -0.241752 -4.549464 0.164 -0.509 -0.144 0.408
H -2.467737 -1.205471 -2.957552 -0.109 -0.226 0.384 0.348
H -0.998781 -2.297932 -2.896105 -0.757 -0.316 -0.200 0.231
H -1.273371 -2.809051 -0.351637 -0.620 -0.650 -0.477 -0.233
C 1.392333 1.359233 2.621884 -2.641 -0.269 0.651 0.206
O 1.564569 1.810093 1.297839 1.008 0.811 -1.493 0.063
O 0.396780 0.460649 2.510295 1.033 0.152 -0.428 -0.840
C 2.728261 0.893835 3.234998 0.182 0.077 -0.629 0.750
F 3.520306 1.963567 3.568309 -0.094 0.145 -0.169 -0.313
F 2.570942 0.227466 4.380151 -0.052 -0.320 -0.274 -0.269
F 3.437784 0.182134 2.349388 0.064 -0.336 0.500 -0.230
C 1.908916 3.191518 1.076734 -0.095 -0.793 -1.007 -0.228
C 2.331273 3.389226 -0.371355 0.891 0.088 -0.413 -1.263
H 1.574397 3.385226 -1.152410 -0.487 -0.008 0.491 0.169
H 2.871726 4.338394 -0.451272 -0.062 0.051 0.075 0.400
H 3.026499 2.614466 -0.700856 0.073 -0.062 0.300 0.300
H 2.748150 3.405612 1.733007 -0.094 0.364 0.111 0.399
H 1.038021 3.825465 1.250613 -0.023 -0.009 0.529 0.261
H 1.106762 2.245861 3.222417 0.088 0.151 0.228 0.235
C -1.993539 2.338617 -0.896574 -0.166 -0.212 0.631 -0.592
O -1.203697 1.996036 0.259196 -0.289 0.155 -0.210 -0.214
H -1.382890 2.954967 -1.553959 -0.097 -0.159 -0.102 0.183
H -2.370074 1.429737 -1.373148 0.267 0.103 -0.168 0.063
H -2.864902 2.891187 -0.531925 0.078 0.197 -0.330 0.380
H -1.808652 2.064593 1.001750 0.316 -0.484 0.390 0.222
C 0.648270 -4.894359 1.002203 -1.141 1.456 0.362 -0.587
O 0.703429 -3.650260 1.728541 0.497 -0.979 -0.331 -0.443
H 0.666286 -5.753956 1.668097 0.467 0.134 0.217 0.268
H -0.362672 -4.886349 0.576169 0.218 -0.532 -0.610 0.202
H 1.428173 -4.910978 0.241802 -0.010 -0.407 -0.089 0.218
H 0.678611 -2.973306 1.033903 0.022 0.434 0.584 0.306

---

Entry 2:
34
Properties=species:S:1:pos:R:3:forces:R:3:mulliken_charge:R:1 method="wB97M-V/def2-TZVPD" multiplicity=1 charge=0 lumo_ev=0.40 gap_ev=9.61
C -3.080636 1.786159 0.922787 -1.931 2.011 -0.170 -0.282
C -1.576655 2.012747 1.500567 -3.901 -0.905 1.452 -0.240
C -0.861990 2.574299 0.378697 0.250 2.064 -1.801 -1.100
C -0.101725 0.651759 -0.916098 -3.236 -2.393 -0.912 0.385
C 1.823424 -0.467857 0.270453 -1.803 -3.538 -0.036 -0.238
C 2.843036 -0.891755 -0.806503 1.450 0.621 2.158 -0.876
C 2.382308 -1.943349 -1.746360 -3.098 1.521 -1.628 -0.341
C 1.888308 -3.190766 -0.960306 -0.067 0.256 0.251 -1.020
C 0.860326 -2.910844 0.190918 -0.014 -0.742 -3.676 -0.495
C 1.137579 -1.782680 1.005423 2.383 4.441 3.913 -0.787
H -3.531863 1.381830 2.955847 -3.160 2.401 -4.525 0.338
H -3.558231 2.612235 0.101475 2.078 -1.648 2.129 0.202
H -3.195834 0.869371 0.338223 0.275 -0.282 0.555 0.285
H -1.658980 2.823642 2.251982 -0.064 -0.459 -0.144 0.382
H -1.203427 1.111358 2.053936 -0.239 0.445 -0.934 0.301
H -1.502104 3.544932 0.291332 1.907 -1.267 -0.833 0.436
H 0.203099 2.814652 0.768157 -1.574 0.162 -1.592 0.326
H -1.732334 1.746147 -1.510330 -0.471 -0.090 -0.381 0.296
H 1.030388 1.435850 0.648250 -0.512 -2.462 -1.962 0.167
H 2.342505 -0.141906 1.094148 1.445 1.352 1.534 0.434
H 3.826425 -1.254065 -0.243113 -1.892 0.825 -0.944 0.299
H 3.077193 0.018511 -1.364977 0.384 -0.089 0.006 0.330
H 3.230276 -2.046773 -2.427246 -0.318 -0.955 -0.135 0.359
H 1.552032 -1.335936 -2.333910 1.246 -1.854 0.808 0.238
H 1.445796 -4.056777 -1.435657 0.009 0.259 -1.158 0.381
H 2.846884 -3.532931 -0.692680 1.204 -0.987 1.470 0.393
H -0.029164 -2.791761 -0.436587 -0.281 0.913 0.235 0.269
H 0.523014 -3.728053 0.752088 0.417 -1.786 0.935 0.515
H 0.243932 -1.404441 1.594396 0.822 -0.361 -0.851 0.133
H 1.966084 -1.898682 1.939668 -2.009 -0.644 -2.479 0.297
N -0.972517 1.701407 -0.879133 3.031 2.874 3.592 -0.155
N 0.839444 0.556014 0.039992 1.566 3.269 1.338 0.051
O -4.133963 1.909368 1.957265 4.488 -3.019 3.925 -0.578
O -0.469541 -0.283797 -1.645827 1.619 0.066 -0.141 -0.702